# 1
The following is a quantum chemistry calculation of an isolated molecule of C7H9N, from the Open Molecules 2025 dataset.

Structure (ORCA input):
```
! wB97M-V def2-TZVPD RIJCOSX def2/J DEFGRID3
* xyz 0 1
C 3.0766 0.0306 0.4501
C -1.3639 -1.1107 0.1766
C -2.3374 0.0363 0.5903
C -0.3399 0.8703 -1.2188
C 1.7047 -0.3099 0.1518
C 0.3898 0.8088 0.1178
C -0.9496 0.2698 -0.0245
N 2.8427 -0.1251 -0.7694
H 3.5843 0.3853 1.2844
H -0.9907 -1.6538 1.0407
H -1.5946 -1.7620 -0.5725
H -3.2088 0.2285 -0.0728
H -2.4243 0.2189 1.6606
H -0.6323 1.6513 -1.9402
H 0.1155 0.0852 -1.6839
H 1.3226 -1.2779 0.1991
H 0.8051 1.6544 0.6107
*
```

SMILES ... C1=N[C@@H]1[C@H]1CC12CC2
LUMO ... 1.1 eV
Frontier orbital gap ... 10.612 eV
HOMO ... -9.49 eV

Mulliken population analysis, charges in e, atoms 1 to 5: -0.16 -1.07 -0.44 -1.01 -0.16

# 2
The following is a quantum chemistry calculation of a structure of composition C7H9N, from the Open Molecules 2025 dataset.

Structure (ORCA input):
```
! wB97M-V def2-TZVPD RIJCOSX def2/J DEFGRID3
* xyz 0 1
C 0.3510 1.1353 -1.3244
C 0.7925 0.8506 0.1450
C 0.8840 -0.5719 -0.3555
C -0.6235 -0.7127 1.1681
C -0.5476 0.8407 0.8719
C -1.1825 0.0672 -0.0810
C -0.4457 -0.2162 -1.2777
H -0.2508 1.9050 -1.3521
H 1.1098 0.9898 -2.1077
H 1.9934 1.0123 0.5313
H 1.8740 -0.7662 -1.0293
H 0.8992 -1.3576 1.6992
H -1.0197 -1.0731 1.9846
H -0.8145 1.5816 1.7750
H -2.2062 0.2003 -0.0388
H -0.7754 -0.8335 -2.0709
N 0.5458 -1.4310 0.8186
*
```

LUMO ... 1.0 eV
Frontier orbital gap ... 9.118 eV
HOMO ... -8.07 eV

Mulliken population analysis, charges in e, atoms 1 to 5: -0.71 -0.16 -0.24 -0.77 -0.06

# 3
The following is a quantum chemistry calculation of a cluster of 2 separate species, C7H9N2O in total, from the Open Molecules 2025 dataset.

Structure (ORCA input):
```
! wB97M-V def2-TZVPD RIJCOSX def2/J DEFGRID3
* xyz -1 1
C -0.8272 -1.6827 -2.5739
C 0.4549 -1.5753 -1.9878
C -1.9469 -1.2374 -1.8703
C 0.5685 -1.0099 -0.7343
C -1.8900 -0.9258 -0.5415
C -0.5873 -0.6383 0.0195
C -0.5472 0.1751 1.2480
N 2.5552 3.9602 2.9952
N 2.1213 2.7666 3.0560
O 2.2335 1.9627 2.0289
H -0.8312 -2.0354 -3.6032
H 1.3173 -1.6874 -2.5793
H -2.9006 -1.4997 -2.1986
H 1.5592 -0.8370 -0.4388
H -2.7892 -0.8016 -0.0629
H -1.5034 0.6368 1.3152
H -0.6291 -0.5650 2.0960
H 0.3233 0.8571 1.5362
H 3.3191 4.1371 2.2957
*
```

LUMO ... 3.2 eV
Frontier orbital gap ... 6.243 eV
HOMO ... -3.02 eV

Mulliken population analysis, charges in e, atoms 1 to 5: -0.22 -0.50 -0.66 -0.39 -0.49

# 4
The following is a quantum chemistry calculation of an isolated molecule of C7H9N3, from the Open Molecules 2025 dataset.

Structure (ORCA input):
```
! wB97M-V def2-TZVPD RIJCOSX def2/J DEFGRID3
* xyz 0 1
C -1.5557 -3.2272 0.2322
C -0.9111 -2.6952 -0.7996
C 0.0651 -1.4976 -0.7176
C 0.0377 0.8703 -0.0101
C 1.9369 2.0522 0.0067
C 1.3007 3.1215 0.5927
C -0.0559 2.8816 0.8883
H -2.2734 -4.2425 0.0906
H -1.4822 -3.0535 1.1612
H -1.0743 -3.1525 -1.8353
H 0.6591 -1.8365 0.0734
H 0.6579 -1.3336 -1.7407
H -1.5840 -0.2497 0.0213
H 3.0040 2.1876 -0.2166
H 1.9211 4.1413 0.8973
H -0.6362 3.6896 1.3166
N -0.6370 -0.3566 -0.2945
N 1.3491 0.8524 -0.2594
N -0.7218 1.8484 0.5934
*
```

SMILES ... C=CCNc1ncccn1
LUMO ... 1.0 eV
Frontier orbital gap ... 9.515 eV
HOMO ... -8.54 eV

Mulliken population analysis, charges in e, atoms 1 to 5: -0.80 -0.25 -0.22 0.35 -0.08

# 5
The following is a quantum chemistry calculation of a structure of composition C7H9N3, from the Open Molecules 2025 dataset.

Structure (ORCA input):
```
! wB97M-V def2-TZVPD RIJCOSX def2/J DEFGRID3
* xyz 0 1
C 0.9793 -0.1981 -3.8264
C 0.0468 0.4105 0.5774
C 0.6496 -0.6302 1.2628
C -0.0486 -1.0285 2.4683
C -1.1673 -0.5010 2.8551
C -1.8058 0.5007 2.2709
C -1.1754 1.0459 1.1161
H 0.6030 0.4080 -4.4628
H 0.2796 -1.0581 -3.6586
H 1.7088 -0.5521 -4.0904
H 1.6197 1.4527 -0.3572
H 1.4022 -1.0601 0.8180
H 0.5048 -1.9839 3.1391
H -1.7795 -1.0926 3.9195
H -2.4993 0.9179 2.6896
H -1.6424 1.8842 0.2502
N 1.2404 0.4760 -2.6031
N 0.4827 0.1266 -1.7439
N 0.6013 0.8821 -0.6246
*
```

LUMO ... 1.0 eV
Frontier orbital gap ... 10.243 eV
HOMO ... -9.29 eV

Mulliken population analysis, charges in e, atoms 1 to 5: -0.89 0.03 -0.46 -0.24 -0.08

# 6
The following is a quantum chemistry calculation of a cluster of 2 separate species, C7H9N3O2 in total, from the Open Molecules 2025 dataset.

Structure (ORCA input):
```
! wB97M-V def2-TZVPD RIJCOSX def2/J DEFGRID3
* xyz 0 1
C -1.6121 -0.5427 -1.1344
C -1.3806 0.2163 1.0851
C -2.9781 -0.5865 -0.8900
C -2.7109 0.0477 1.2117
C -0.7491 -0.1036 -0.1102
C 2.3046 1.8053 -0.1613
C 0.7011 0.1162 -0.3233
N -3.4852 -0.3144 0.2714
N 2.2346 -1.7352 0.4053
N 1.4913 -1.1829 1.2174
O 1.3604 -0.3346 -1.2379
O 1.0038 1.3232 0.2399
H -1.4031 -0.7820 -2.1132
H -0.8300 0.4510 1.9801
H -3.6777 -0.7025 -1.7361
H -3.3230 0.4656 2.1556
H 2.3061 2.8963 -0.1428
H 2.5717 1.4973 -1.0602
H 3.1705 1.3528 0.4438
H 2.8763 -2.6347 0.5373
H 2.1292 -1.2526 -0.6382
*
```

LUMO ... 0.3 eV
Frontier orbital gap ... 9.151 eV
HOMO ... -8.83 eV

Mulliken population analysis, charges in e, atoms 1 to 5: -0.58 -0.39 -0.24 -0.20 0.75

# 7
The following is a quantum chemistry calculation of an isolated molecule of C7H9N3P2, from the Open Molecules 2025 dataset.

Structure (ORCA input):
```
! wB97M-V def2-TZVPD RIJCOSX def2/J DEFGRID3
* xyz 0 1
C 2.0340 -1.4541 2.1673
C 0.7524 -1.8615 1.8860
C 2.4983 -0.2554 1.7404
C -0.0960 -1.0403 1.0909
C 1.6659 0.5333 0.9138
C 0.3682 0.1913 0.5749
C -0.4799 1.0765 -0.3224
N 0.3976 2.1871 -1.0639
N -1.3658 0.3192 -1.1388
N -2.7870 -0.7575 -2.9733
P -0.0627 2.9246 -2.3266
P -2.0994 0.7322 -2.4699
H 2.6029 -2.0560 2.8855
H 0.4570 -2.9430 2.2312
H 3.5562 0.0421 1.8653
H -1.1914 -1.4610 0.9441
H 1.9420 1.5218 0.5062
H -1.1377 1.6307 0.2613
H -2.2439 -1.5175 -2.5273
H -3.6424 -0.7852 -3.5128
H 1.2666 3.6943 -2.5831
*
```

SMILES ... [H]/P=N/[C@@H](/N=P/N)c1ccccc1
LUMO ... -0.4 eV
Frontier orbital gap ... 8.012 eV
HOMO ... -8.43 eV

Mulliken population analysis, charges in e, atoms 1 to 5: -0.19 -0.46 -0.73 -0.14 -0.03

# 8
The following is a quantum chemistry calculation of an isolated molecule of C7H9N3S, from the Open Molecules 2025 dataset.

Structure (ORCA input):
```
! wB97M-V def2-TZVPD RIJCOSX def2/J DEFGRID3
* xyz 0 3
C -1.0173 1.9975 -1.2695
C -1.0175 2.2557 0.1158
C -0.3212 0.9300 -1.8366
C -0.5236 1.3370 1.0090
C 0.2659 0.0273 -0.9350
C 0.0133 0.2097 0.4445
C -0.6479 -2.5561 0.5247
N 1.9162 -2.5292 0.4880
N 0.7236 -0.7338 1.2324
N 0.7197 -2.0558 0.7742
S -0.9974 -4.0702 0.2606
H -1.4104 2.7031 -1.8613
H -1.4666 3.1475 0.4132
H -0.2162 0.8962 -2.9587
H -0.3999 1.5057 2.0791
H 0.7810 -0.8668 -1.1934
H -1.3372 -1.7518 0.6297
H 2.4919 -1.8953 -0.1154
H 2.4679 -3.0441 1.1893
H 0.5771 -0.5611 2.3057
*
```

LUMO (alpha / beta) ... 0.9 / -2.4 eV
Frontier orbital gap (alpha / beta) ... 6.827 / 5.570 eV
HOMO (alpha / beta) ... -5.89 / -7.93 eV

Mulliken population analysis, charges in e, atoms 1 to 5: -0.60 -0.47 -0.65 -0.70 0.09

# 9
The following is a quantum chemistry calculation of an isolated molecule of C7H9N5O, from the Open Molecules 2025 dataset.

Structure (ORCA input):
```
! wB97M-V def2-TZVPD RIJCOSX def2/J DEFGRID3
* xyz 0 1
C -2.6069 1.3890 0.0403
C -1.1657 -0.3188 0.5444
C 0.5740 0.0841 -1.2721
C -1.3496 1.1716 0.7592
C 1.0186 -1.4426 0.2873
C 3.1523 -2.1317 -0.5377
C -0.4645 2.0086 1.3522
N -3.0682 0.3307 -0.4985
N 0.1051 -0.5277 -0.0919
N 1.7018 -0.4377 -1.6266
N -2.2424 -0.7688 -0.3027
N 2.0130 -1.3384 -0.6229
O -0.5465 3.3504 1.4954
H -3.2078 2.2691 -0.0135
H -1.0707 -0.9784 1.4948
H 0.2417 0.9443 -1.8662
H 3.1183 -2.6477 0.4730
H 3.1175 -2.8216 -1.4117
H 4.0160 -1.5135 -0.6621
H 0.5165 1.5206 1.7009
H -2.6027 -1.7181 -0.2155
H -1.2500 3.5768 0.9741
*
```

LUMO ... 0.5 eV
Frontier orbital gap ... 8.899 eV
HOMO ... -8.36 eV

Mulliken population analysis, charges in e, atoms 1 to 5: -0.41 -0.12 -0.04 0.24 -0.70

# 10
The following is a quantum chemistry calculation of an isolated molecule of C7H9NO5S2, from the Open Molecules 2025 dataset.

Structure (ORCA input):
```
! wB97M-V def2-TZVPD RIJCOSX def2/J DEFGRID3
* xyz 0 1
C -3.4133 -1.0981 1.5577
C -2.3027 -0.2149 1.4650
C -3.9093 -1.2526 0.2888
C -1.9958 0.1737 0.1847
C 2.4298 -1.0572 -1.3049
C 2.3675 1.5130 -0.6657
C 1.7830 0.0759 -0.5492
N 1.5886 -0.2728 0.8578
O 2.4425 0.1200 1.6028
O 0.5890 -0.8706 1.2159
O -1.3359 2.2248 -1.1970
O -0.0066 1.7870 0.7778
O 0.1775 0.1855 -1.0791
S -3.1155 -0.3575 -0.9501
S -0.7316 1.2466 -0.2942
H -3.7153 -1.6789 2.4978
H -1.6337 -0.1383 2.3022
H -4.6585 -2.0076 -0.0895
H 3.3612 -1.4517 -0.6584
H 2.7611 -0.6375 -2.3608
H 1.7905 -1.9649 -1.5327
H 2.6812 1.8893 0.3253
H 1.5428 2.2254 -1.0462
H 3.3037 1.5615 -1.3479
*
```

SMILES ... CC(C)(OS(=O)(=O)c1cccs1)[N+](=O)[O-]
LUMO ... -0.3 eV
Frontier orbital gap ... 9.049 eV
HOMO ... -9.37 eV

Mulliken population analysis, charges in e, atoms 1 to 5: -0.51 -0.15 -0.31 0.11 -1.35

# 11
The following is a quantum chemistry calculation of an isolated molecule of C7H9NOS, from the Open Molecules 2025 dataset.

Structure (ORCA input):
```
! wB97M-V def2-TZVPD RIJCOSX def2/J DEFGRID3
* xyz 0 1
C 0.8372 -2.0593 -2.1504
C -0.0668 -0.5878 -0.4265
C 1.2832 -0.5931 -0.6268
C -2.1657 0.7593 0.3319
C -0.9807 1.5809 0.6835
C -0.9125 0.0591 0.7161
C 2.1505 0.3258 0.1783
N 1.7770 -1.3879 -1.6259
O -0.9655 -0.5924 1.9862
S -0.7847 -1.7083 -1.5598
H 0.8199 -2.8428 -2.9598
H -2.8508 0.6194 1.0771
H -2.4001 0.5941 -0.6726
H -0.3758 2.1354 -0.0987
H -0.8577 2.0894 1.6144
H 3.2316 0.0186 0.1525
H 2.2559 1.3277 -0.2462
H 1.7830 0.6432 1.1077
H -1.7781 -0.3814 2.5190
*
```

SMILES ... Cc1ncsc1C1(O)CC1
LUMO ... 0.7 eV
Frontier orbital gap ... 9.675 eV
HOMO ... -8.95 eV

Mulliken population analysis, charges in e, atoms 1 to 5: 0.04 0.32 0.15 -0.87 -0.48

# 12
The following is a quantum chemistry calculation of an isolated molecule of C7H9O2P, from the Open Molecules 2025 dataset.

Structure (ORCA input):
```
! wB97M-V def2-TZVPD RIJCOSX def2/J DEFGRID3
* xyz 0 1
C 0.9142 -1.2656 -0.4378
C 1.0478 -0.2111 -1.2072
C 0.3038 -0.9483 0.8392
C 0.7643 1.1677 -0.7921
C -0.5988 1.3441 -0.3039
C 0.8808 0.2707 1.5834
C 0.4995 1.4282 0.6981
O -1.0898 -0.7731 0.5981
O -1.4810 -0.5901 -2.0330
P -1.9546 -0.3746 -0.6761
H 1.1232 -2.3630 -0.6048
H 1.1505 -0.2248 -2.2771
H 0.1741 -1.7480 1.5417
H 0.9224 2.0290 -1.3613
H 0.3661 0.3511 2.5889
H 1.9876 0.2783 1.5608
H 0.6357 2.5110 1.0037
H -2.8919 0.6238 -0.4114
H -2.7538 -1.5054 -0.3091
*
```

LUMO ... -1.2 eV
Frontier orbital gap ... 7.662 eV
HOMO ... -8.84 eV

Mulliken population analysis, charges in e, atoms 1 to 5: -0.43 -0.51 -0.24 0.01 -0.16

ΔE to the lowest compared entry with this formula, charge and spin per entry: 6.033, 6.442, 0.729, 2.762, 8.286, 4.750, 0.405, 0.000, 4.814, 0.488, 1.120, 6.184 eV